Entry 1:
C28H56AlBCl7FI2K2N4O7S3 as an isolated structure at a distorted geometry. Source: the Open Molecules 2025 dataset; level of theory: ωB97M-V/def2-TZVPD.

Output
LUMO level (alpha / beta)   -0.21233 / -0.21009 Ha
E   -8423.42269 a.u.
HOMO-LUMO gap (alpha / beta)   2.23 / 2.50 eV
Expectation value of S²   1.77
Total charge   +1
Spin multiplicity   2

Cartesian coordinates (Å):
C 5.180 6.986 0.244
C 4.337 5.701 0.308
C 2.869 6.108 0.023
O 1.908 5.086 0.502
C 1.314 4.429 -0.643
C 0.024 3.647 -0.202
C 0.209 2.253 0.518
S -0.264 2.200 2.285
C -0.247 1.092 -0.473
C 1.152 0.752 -1.142
C 1.074 -0.151 -2.374
C 2.519 -0.321 -2.898
S 3.240 1.207 -3.570
B -0.705 -0.318 0.107
N -1.599 -1.231 -0.574
O -0.220 -0.759 1.329
C -1.199 1.893 -1.410
C -2.580 1.329 -1.788
I -2.939 0.861 -3.888
C -3.567 1.050 -0.955
C -3.443 1.309 0.514
I -5.421 0.226 -1.582
N -1.033 3.397 -1.276
C -2.243 3.976 -0.536
C -1.021 4.258 -2.471
C -0.054 3.958 -3.661
N 1.200 3.189 -3.398
H 4.915 7.703 1.021
H 4.995 7.462 -0.725
H 6.229 6.712 0.343
H 4.617 4.951 -0.431
H 4.337 5.313 1.319
H 2.712 6.372 -1.025
H 2.673 7.009 0.611
H 2.106 3.763 -1.007
H 1.104 5.202 -1.386
H -0.297 4.255 0.648
H 1.294 2.232 0.581
H -1.296 3.048 2.506
H 1.844 0.380 -0.384
H 1.535 1.716 -1.490
H 0.486 0.303 -3.186
H 0.709 -1.165 -2.197
H 3.186 -0.739 -2.148
H 2.441 -1.054 -3.707
H 2.645 1.368 -4.816
H -1.077 -1.833 -1.198
H -2.159 -1.773 0.104
H 0.719 -0.535 1.380
H -0.668 1.676 -2.351
H -3.744 0.405 1.055
H -4.102 2.119 0.847
H -2.438 1.551 0.862
H -2.130 5.056 -0.410
H -3.196 3.819 -1.080
H -2.347 3.565 0.462
H -0.807 5.275 -2.132
H -2.117 4.322 -2.870
H -0.656 3.375 -4.459
H 0.257 4.927 -4.193
H 1.565 2.743 -4.258
H 1.923 3.841 -3.119
C -2.992 -5.959 3.532
C -3.712 -5.507 2.236
C -4.902 -6.417 1.889
C -4.543 -7.733 1.214
C -3.624 -7.494 0.023
C -2.371 -6.712 0.416
N -2.698 -5.429 1.122
O -3.087 -4.604 0.178
C -1.489 -7.623 1.291
C -1.517 -6.460 -0.830
C -4.319 -4.159 2.627
H -2.040 -6.452 3.364
H -2.746 -5.106 4.163
H -3.614 -6.635 4.118
H -5.579 -5.876 1.220
H -5.478 -6.624 2.792
H -4.081 -8.415 1.932
H -5.455 -8.226 0.872
H -3.342 -8.453 -0.413
H -4.173 -6.957 -0.757
H -0.611 -7.089 1.656
H -1.137 -8.472 0.708
H -2.011 -8.050 2.144
H -2.061 -5.930 -1.611
H -1.193 -7.405 -1.260
H -0.623 -5.884 -0.584
H -3.547 -3.412 2.819
H -4.903 -4.280 3.540
H -4.991 -3.765 1.872
F 4.275 1.097 -1.405
Al -2.395 4.962 -4.308
Cl 2.771 3.511 1.592
Cl -4.001 -2.721 0.072
C 2.737 3.530 5.974
Cl 4.416 3.448 5.439
Cl 1.649 3.095 4.651
Cl 2.472 2.485 7.370
H 2.526 4.550 6.269
C 6.549 0.603 4.696
Cl 7.508 -0.384 5.803
Cl 7.410 2.076 4.226
H 6.338 0.025 3.804
H 5.625 0.882 5.188
O 4.010 -3.050 -4.513
S 5.130 -3.164 -3.576
O 5.493 -4.590 -3.387
O 4.783 -2.568 -2.282
O 6.333 -2.497 -4.133
K -4.604 5.824 -2.469
K 0.061 2.524 -5.440

Results of the Mulliken charge analysis, in e, for atoms 1 through 2: C -1.394; C -0.214



Entry 2:
A 2-piece molecular cluster, CH3BrFOP overall at a distorted geometry. Source: the Open Molecules 2025 dataset; level of theory: ωB97M-V/def2-TZVPD.

Output
LUMO level (alpha / beta)   -0.03512 / -0.13372 Ha
E   -3130.31525 a.u.
HOMO-LUMO gap (alpha / beta)   9.67 / 3.98 eV

Cartesian coordinates (Å):
C 0.782 -0.608 0.067
O 0.719 0.765 0.408
F -0.174 2.932 0.030
P -0.642 1.445 -0.116
Br -3.303 -1.698 0.029
H 1.346 -0.545 -0.852
H -0.142 -1.084 -0.345
H 1.415 -1.207 0.778

Results of the Mulliken charge analysis, in e, for atoms 1 through 2: C -0.513; O -0.187



Q: Look up the E of the second one.
A: -3130.31525 a.u.